Molecular formula: C2H3Br3Si
Method: DFT, ωB97M-V/def2-TZVPD

Geometry as XYZ:
```
9
Properties=species:S:1:pos:R:3:forces:R:3
C 3.561 2.354 -2.091 0.06 0.99 -0.22
C 3.052 3.380 -1.683 0.60 -1.93 -0.54
Si 0.189 -0.480 0.191 -1.36 -0.51 0.24
Br 4.500 1.051 -2.972 -0.53 0.58 0.58
Br 2.078 4.697 -0.991 -0.14 0.36 0.18
Br 2.231 0.101 0.538 1.20 0.34 0.60
H -0.501 -1.261 1.360 0.55 1.17 -0.81
H 0.328 -1.496 -0.828 -0.21 -0.31 -0.55
H -0.422 0.777 -0.383 -0.18 -0.68 0.52
```
Positions in Å, forces in eV/Å.

Output
* energy above the lowest of the compared OMol25 structures with the same formula, charge and spin: 121.43 kcal/mol
* HOMO: -9.55 eV
* SMILES: [SiH3]Br.BrC#CBr
* frontier orbital gap: 10.05 eV